(1)
{
  "formula": "C34H36N8S5Y",
  "method": "the ωB97M-V functional and the def2-TZVPD basis",
  "charge": 3,
  "homo_ev": -15.31,
  "e_tot_ev": -102964.0643,
  "e_above_lowest_kcal_mol": 42.45,
  "fmax_ha_per_bohr": 0.0567,
  "gap_ev": 6.9,
  "elements": ["Y", "S", "S", "S", "S", "S", "N", "N", "N", "N", "N", "N", "N", "N", "C", "C", "C", "C", "C", "C", "C", "C", "C", "C", "C", "C", "C", "C", "C", "C", "C", "C", "C", "C", "C", "C", "C", "C", "C", "C", "C", "C", "C", "C", "C", "C", "C", "C", "H", "H", "H", "H", "H", "H", "H", "H", "H", "H", "H", "H", "H", "H", "H", "H", "H", "H", "H", "H", "H", "H", "H", "H", "H", "H", "H", "H", "H", "H", "H", "H", "H", "H", "H", "H"],
  "xyz": [[0.0369, -0.9282, 1.5897], [2.0114, -0.0559, -0.1909], [2.2685, -0.8082, 3.3894], [2.3608, -3.1345, 1.4419], [-0.7372, 1.5426, 0.5243], [-0.4160, -2.5721, -0.6758], [-0.8270, 0.0427, 3.6123], [-2.5732, -3.7522, -1.6023], [-2.6551, -1.2025, 0.9165], [1.3462, 0.5729, -2.6994], [-1.0377, -2.6285, 3.1108], [-3.0229, -2.1929, 0.0305], [-0.3304, 2.6977, -1.7628], [4.3353, -1.7794, 2.0666], [2.5005, -0.2032, -3.2217], [-1.8742, 1.2316, 5.9040], [-4.9701, 3.2153, -3.7052], [-2.6773, 3.4789, -2.2205], [3.8536, -3.3808, 0.3256], [0.2349, 2.7179, -3.1394], [-1.4226, -4.8028, 4.0589], [-1.0681, 2.0009, 5.0418], [-1.0762, -3.9621, 3.0087], [5.4194, 1.2789, -5.1370], [3.9994, 1.8915, -2.8095], [-3.2446, 2.1801, -2.4563], [3.6306, 0.7439, -3.5379], [5.0314, -2.6302, 1.0982], [-1.4128, 3.6877, -1.4049], [-2.8528, -2.3289, 6.3921], [-2.0501, -4.2976, 5.1694], [-3.3655, 4.6207, -2.6323], [1.1438, 0.7007, -1.4335], [4.3583, 0.4969, -4.7520], [-2.2670, -2.9080, 5.2424], [-1.6330, -2.1081, 4.2087], [-2.1208, -2.8509, -0.7327], [-1.4951, -0.6915, 4.4912], [0.0767, 1.7336, -0.9248], [-4.4735, 4.4640, -3.4410], [3.0514, -1.8630, 2.2850], [0.5343, 1.3609, -3.6856], [-0.6118, 1.3623, 3.8723], [-4.3260, 2.0709, -3.3096], [-2.7487, -0.9762, 6.5654], [5.0438, 2.6904, -3.2372], [-2.0944, -0.1344, 5.6212], [5.7673, 2.3345, -4.3574], [5.4898, -1.9798, 0.3659], [-0.9439, 4.6676, -1.5914], [-2.1861, -5.0230, 6.0249], [1.1510, 3.3729, -3.2427], [0.0036, 1.8734, 3.1572], [-3.1639, -1.2529, 1.7699], [-1.5478, 3.5734, -0.2860], [4.7581, -0.9253, 2.3878], [-0.4909, 3.3086, -3.7322], [0.9731, 1.4568, -4.6717], [5.2333, 3.5984, -2.7773], [5.7778, -3.2975, 1.5279], [-2.6149, 1.2859, -2.2304], [-1.8693, -4.3138, -1.9867], [3.4129, 2.0058, -1.8823], [3.9546, -4.4303, 0.2535], [5.9255, 1.0948, -6.0601], [-3.5017, -4.0638, -1.5538], [-0.8955, 3.0657, 5.0721], [-2.2920, 1.7421, 6.7984], [-2.7608, -0.2970, 0.4354], [2.2317, -0.8380, -4.0665], [-0.6317, -4.3078, 2.1074], [6.5542, 2.9128, -4.6891], [4.1304, -0.3976, -5.3523], [-0.4235, 0.7552, -3.7802], [3.7545, -3.0500, -0.7342], [-3.3993, -2.9716, 7.0830], [-1.2837, -5.8323, 3.9327], [-3.0141, -0.5994, 7.5434], [-5.9210, 3.0810, -4.2947], [-5.1421, 5.2573, -3.6802], [-4.6976, 1.1613, -3.7333], [-3.9954, -2.2319, -0.1593], [2.8150, -0.9346, -2.4890], [-3.0104, 5.6083, -2.3633]],
  "atomic_forces_ev_per_a": [[-0.1, -0.4, 0.0], [0.3, -0.1, -0.3], [-0.4, -0.7, -1.0], [-0.5, -1.2, -1.4], [0.1, -0.6, 0.9], [-0.8, 0.1, 0.3], [0.8, 2.3, -0.8], [0.4, 1.6, 1.2], [1.7, 1.4, -1.0], [0.4, 0.1, -1.3], [-0.7, -0.2, 0.3], [0.8, -0.8, -0.2], [1.0, -1.5, 0.3], [0.9, 0.6, -0.2], [0.3, 0.1, 0.4], [0.7, 1.5, -0.3], [-1.6, -0.4, -1.5], [-0.6, -0.7, 0.7], [0.2, 1.1, 0.3], [0.3, 2.3, -0.2], [-0.8, 0.9, -0.5], [-0.9, -1.4, -0.9], [0.9, 1.0, 0.3], [-0.6, -0.7, 0.0], [-1.4, -1.6, 0.4], [2.3, 0.5, -0.7], [1.6, 0.4, -2.4], [-1.7, -0.3, -1.1], [0.8, -0.4, 0.8], [-0.3, 1.4, -0.1], [0.5, -0.9, 0.7], [0.7, -0.4, -0.3], [-0.7, 1.2, 1.7], [-1.2, -1.1, 1.0], [1.1, -0.3, -1.2], [-0.5, -0.2, 1.9], [0.3, 0.3, 0.3], [-1.0, -0.8, -0.3], [-1.0, 0.4, -2.3], [-1.1, 0.0, 1.0], [0.8, 1.0, 1.5], [-2.0, -1.3, 0.8], [-0.3, -1.4, 0.9], [0.2, 0.0, 0.5], [-0.2, -1.4, 0.8], [-0.6, -1.3, -0.5], [0.5, 0.4, 1.0], [-0.8, 0.3, 0.5], [0.4, 0.1, 0.0], [-0.4, -0.2, 0.0], [-0.4, 1.2, -0.9], [-0.6, -0.7, 0.8], [0.1, 0.3, -0.2], [-0.6, -0.1, 0.6], [0.0, 0.3, -1.5], [0.5, 0.1, 0.3], [0.1, -0.9, 0.0], [0.5, -0.3, 0.1], [0.6, 1.5, 1.1], [-0.3, 0.1, 0.3], [-0.7, 0.7, 0.1], [0.7, -1.0, -0.9], [0.6, 0.8, -0.4], [0.4, -1.1, 0.3], [0.3, -0.2, -0.3], [-1.3, -0.6, -0.2], [0.0, 0.0, 0.7], [0.2, -0.7, -0.7], [-0.2, -0.2, 0.7], [-0.4, 0.6, -0.3], [0.2, -0.7, -0.6], [1.6, 1.4, -0.4], [-0.2, 0.5, 0.2], [1.0, 0.8, -0.2], [-0.4, 0.3, 1.0], [0.4, 0.2, 0.0], [0.3, -1.3, 0.0], [-0.4, 0.4, -0.2], [1.2, 0.4, 0.6], [0.2, 0.9, -0.4], [0.0, -0.7, 0.4], [-0.9, -0.4, -0.4], [-0.2, 0.1, 0.6], [0.1, 0.0, -0.1]]
}



(2)
{
  "formula": "C34H37CrN6O4S4",
  "method": "the ωB97M-V functional and the def2-TZVPD basis",
  "homo_ev": [-7.75, -7.60],
  "e_tot_ev": -124754.7647,
  "e_above_lowest_kcal_mol": 0.00,
  "fmax_ha_per_bohr": 0.0164,
  "gap_ev": [7.4, 7.6],
  "spin_multiplicity": 2,
  "elements": ["Cr", "S", "S", "S", "S", "O", "O", "O", "O", "N", "N", "N", "N", "N", "N", "C", "C", "C", "C", "C", "C", "C", "C", "C", "C", "C", "C", "C", "C", "C", "C", "C", "C", "C", "C", "C", "C", "C", "C", "C", "C", "C", "C", "C", "C", "C", "C", "C", "C", "H", "H", "H", "H", "H", "H", "H", "H", "H", "H", "H", "H", "H", "H", "H", "H", "H", "H", "H", "H", "H", "H", "H", "H", "H", "H", "H", "H", "H", "H", "H", "H", "H", "H", "H", "H", "H"],
  "xyz": [[-0.0540, 0.3953, -0.3122], [-1.5383, 0.3588, -2.3118], [1.8321, -0.7192, -1.2563], [-1.8799, -3.4215, -1.8175], [4.5472, 0.6091, -1.2815], [-0.8289, -1.4035, 0.4767], [-1.4905, 1.4050, 0.2635], [0.7485, 0.3024, 1.4312], [-0.0590, 0.1982, 3.5044], [2.3297, 1.9315, -0.9822], [0.9512, 2.0473, -0.7858], [-0.0289, -5.0094, -2.8405], [0.6673, -3.6713, -1.1213], [-2.1775, -1.0101, -4.4250], [0.0866, -1.0635, -3.8599], [1.4690, 4.4254, -0.9913], [-2.3915, -1.1216, 2.3317], [-4.6766, -0.5620, 1.8055], [2.7757, 0.7494, -1.1503], [4.9363, 0.8004, 0.5064], [4.3763, 4.8037, 1.9337], [0.5460, -2.1725, -4.6751], [4.7557, 2.1955, 1.0263], [-3.5440, 4.3321, -0.0386], [-1.3591, 4.8784, -0.8426], [-1.8031, 2.6538, -0.0202], [-0.3305, -4.0633, -1.9179], [5.5043, 4.4823, 1.1889], [0.4301, -5.1269, 3.5423], [3.4443, 3.8204, 2.2302], [-0.3306, -5.0838, 2.3836], [-1.1532, -0.6534, -3.6403], [-2.7585, -1.2844, 3.6640], [-4.0686, -1.0811, 4.0626], [3.6324, 2.5213, 1.7789], [0.7480, -3.9428, 4.1878], [-0.0301, -0.1757, 2.3546], [-2.6595, 5.2540, -0.6045], [-3.1216, 3.0585, 0.2505], [0.3246, -2.7233, 3.6780], [0.5240, 3.2748, -0.7779], [-3.3603, -0.7520, 1.4054], [-0.7574, -3.8675, 1.8748], [-0.9448, -1.3584, 1.9157], [-2.1548, -1.5082, -5.7880], [-0.8884, 3.5827, -0.5570], [-5.0360, -0.7245, 3.1334], [5.6910, 3.1853, 0.7392], [-0.4243, -2.6722, 2.5062], [-3.0997, -0.5826, 0.3692], [1.6205, -3.9573, -1.2706], [0.5823, -1.8077, 4.1909], [-4.5662, 4.6195, 0.1730], [2.4952, 4.1144, -0.8354], [-2.0119, -1.5594, 4.3955], [-0.2103, -2.9531, -4.7324], [1.3730, 4.7967, -2.0145], [0.5099, -2.9146, -0.4717], [-2.9899, 6.2542, -0.8475], [-4.3340, -1.2056, 5.1044], [2.5644, 4.0593, 2.8143], [1.4238, -2.5896, -4.1834], [4.3164, 0.0887, 1.0520], [-1.5027, -1.9620, 0.0385], [-0.6040, -5.9996, 1.8749], [0.7641, -0.6957, -3.1962], [0.7655, -6.0747, 3.9425], [-1.3814, -3.8656, 0.9892], [-6.0621, -0.5759, 3.4439], [-2.2530, -2.5941, -5.8309], [-3.0705, -0.7299, -4.0535], [-3.7835, 2.3221, 0.6873], [1.3322, -3.9603, 5.0986], [-2.9898, -1.0642, -6.3269], [-5.4202, -0.2802, 1.0707], [0.8245, -5.5382, -2.7687], [6.2390, 5.2436, 0.9596], [2.8974, 1.7614, 2.0073], [-0.6829, 5.6011, -1.2756], [5.9753, 0.4761, 0.5723], [4.2310, 5.8169, 2.2869], [0.8346, -1.8615, -5.6798], [1.2240, 5.2377, -0.3104], [-1.2405, -1.2079, -6.2925], [-0.8064, -5.4433, -3.3065], [6.5652, 2.9378, 0.1475]],
  "atomic_forces_ev_per_a": [[-0.5, -0.1, 0.7], [0.0, -0.1, -0.1], [0.2, 0.1, 0.1], [0.0, -0.1, 0.0], [0.0, -0.1, 0.1], [0.0, 0.1, 0.0], [0.3, -0.2, -0.3], [0.2, 0.0, -0.2], [0.0, 0.0, 0.0], [0.0, 0.0, 0.0], [0.1, 0.2, 0.0], [0.0, 0.0, 0.0], [0.0, 0.0, -0.1], [-0.1, 0.1, 0.0], [0.1, 0.2, -0.2], [0.0, 0.0, 0.0], [0.0, 0.0, -0.1], [0.0, 0.0, 0.0], [-0.1, 0.0, -0.1], [-0.1, 0.0, -0.1], [0.0, 0.0, 0.0], [0.0, -0.1, 0.0], [0.0, 0.0, 0.0], [0.0, 0.0, 0.0], [0.0, 0.0, 0.0], [-0.1, 0.1, 0.0], [0.0, 0.0, 0.1], [0.0, 0.0, 0.0], [0.0, 0.0, 0.0], [0.0, 0.0, 0.0], [0.0, 0.0, 0.0], [0.0, 0.0, 0.2], [0.0, 0.0, 0.0], [0.0, 0.0, 0.0], [0.1, 0.0, 0.0], [0.0, 0.0, 0.0], [-0.1, 0.0, 0.1], [0.0, 0.0, 0.0], [0.0, 0.0, 0.0], [0.1, 0.0, -0.1], [0.1, 0.0, 0.0], [0.0, 0.0, 0.0], [-0.1, 0.0, 0.0], [0.0, 0.0, 0.0], [0.0, 0.0, 0.0], [0.0, 0.0, 0.0], [0.0, 0.0, 0.0], [0.0, 0.0, 0.0], [0.0, 0.0, 0.0], [0.0, 0.0, 0.0], [0.0, 0.0, 0.0], [0.0, 0.0, 0.0], [0.0, 0.0, 0.0], [0.0, 0.0, 0.0], [0.0, 0.0, 0.0], [0.0, 0.0, 0.0], [0.0, 0.0, 0.0], [0.0, 0.0, 0.0], [0.0, 0.0, 0.0], [0.0, 0.0, 0.0], [0.0, 0.0, 0.0], [0.0, 0.0, 0.0], [0.0, 0.0, 0.0], [0.0, 0.1, -0.1], [0.0, 0.0, 0.0], [0.0, 0.0, 0.0], [0.0, 0.0, 0.0], [0.0, 0.0, -0.1], [0.0, 0.0, 0.0], [0.0, 0.0, 0.0], [0.0, 0.0, 0.0], [0.0, 0.0, 0.0], [0.0, 0.0, 0.0], [0.0, 0.0, 0.0], [0.0, 0.0, 0.0], [0.0, 0.0, 0.0], [0.0, 0.0, 0.0], [-0.1, -0.1, 0.0], [0.0, 0.0, 0.0], [0.0, 0.0, 0.0], [0.0, 0.0, 0.0], [0.0, 0.0, 0.0], [0.0, 0.0, 0.0], [0.0, 0.0, 0.0], [0.0, 0.0, 0.0], [0.0, 0.0, 0.0]]
}



(3)
{
  "formula": "C34H37EuN5",
  "method": "the ωB97M-V functional and the def2-TZVPD basis",
  "charge": -1,
  "homo_ev": [-4.30, -4.59],
  "e_tot_ev": -62628.0406,
  "e_above_lowest_kcal_mol": 172.13,
  "fmax_ha_per_bohr": 0.1197,
  "gap_ev": [6.4, 5.9],
  "spin_multiplicity": 7,
  "elements": ["Eu", "N", "N", "N", "N", "N", "C", "C", "C", "C", "C", "C", "C", "C", "C", "C", "C", "C", "C", "C", "C", "C", "C", "C", "C", "C", "C", "C", "C", "C", "C", "C", "C", "C", "C", "C", "C", "C", "C", "C", "H", "H", "H", "H", "H", "H", "H", "H", "H", "H", "H", "H", "H", "H", "H", "H", "H", "H", "H", "H", "H", "H", "H", "H", "H", "H", "H", "H", "H", "H", "H", "H", "H", "H", "H", "H", "H"],
  "xyz": [[-0.4507, 0.8781, -0.7065], [0.5620, 2.8576, -1.5349], [-1.1423, -3.2439, -1.8194], [1.7137, 7.2024, 1.4283], [-2.0730, 2.5842, -1.1027], [-2.2027, -1.4471, -1.7293], [0.8366, -5.9134, -0.3021], [-0.3107, 0.9465, 2.1759], [-1.5125, 1.7068, 2.6037], [-3.2869, -2.4533, -1.7259], [-3.7200, 1.7374, -2.6877], [-2.1001, 3.4515, -3.3895], [2.2341, 4.3089, -0.6138], [2.1211, -5.6113, -0.7787], [-0.2461, 4.0534, -1.7527], [1.5142, -2.2165, -2.3837], [-0.0387, 5.0680, -0.7000], [3.2399, -6.5867, -0.5498], [3.2704, 0.7307, 1.1241], [-1.0128, -1.9253, -1.5840], [-3.3950, 2.1436, -1.3395], [-1.5639, -5.3417, 0.0936], [-1.7442, 3.6989, -1.9489], [2.3279, -4.3922, -1.4601], [1.2387, 5.2397, -0.2308], [-0.2463, -5.0842, -0.5439], [1.8370, 3.1107, -1.2082], [1.7122, -2.0687, 1.3092], [-3.0046, 2.4525, -3.6762], [-0.2028, -0.4554, 1.9359], [-1.2538, -1.4687, 2.2203], [1.2566, -3.5282, -1.7307], [-4.1141, 1.4589, -0.1919], [-2.5125, -3.5419, -1.9014], [0.9639, 1.5340, 1.9292], [1.1306, -0.7168, 1.4886], [1.5118, 6.3265, 0.6751], [1.8384, 0.5217, 1.4516], [1.3230, 2.9225, 2.2909], [-0.0363, -3.9966, -1.3801], [-1.4490, -6.2284, 0.7353], [3.6886, -0.1240, 0.5779], [0.0896, 4.5149, -2.7097], [-2.7443, -4.5071, -2.2978], [1.2088, 3.0836, 3.3759], [-0.8814, 5.7107, -0.4247], [-4.4242, -2.4645, -1.7545], [2.5854, 2.3290, -1.3911], [1.8790, -2.5702, 2.2811], [3.4100, 1.6271, 0.5016], [3.2663, -7.3462, -1.3415], [0.5823, -1.7266, -2.7440], [2.0109, -1.5038, -1.6889], [-3.1789, 2.3079, -4.7176], [-1.9108, -4.5082, 0.7284], [-1.3587, -1.6441, 3.3047], [-2.3267, 4.6140, -1.6386], [3.3534, -4.1296, -1.7726], [1.0357, -2.7102, 0.7223], [3.0992, -7.1097, 0.4019], [-1.2257, 2.5399, 3.2599], [-2.3671, -5.5839, -0.6136], [0.6585, -6.8143, 0.3000], [-2.0365, 2.1887, 1.7583], [0.6749, 3.6512, 1.7846], [2.2015, -2.3369, -3.2450], [-4.3693, 0.9111, -3.0360], [-2.2313, 1.0580, 3.1227], [-2.2455, -1.1628, 1.8517], [2.3610, 3.1525, 2.0238], [4.2039, -6.0730, -0.5372], [-1.0111, -2.4372, 1.7607], [3.8662, 0.8719, 2.0414], [2.6748, -2.0255, 0.7804], [3.2757, 4.4717, -0.3472], [-1.6193, 4.1533, -4.1053], [-3.0673, 0.7094, 0.2728]],
  "atomic_forces_ev_per_a": [[-0.6, -1.2, 1.7], [-0.7, -1.1, -0.1], [0.2, -0.8, 0.8], [-0.4, -1.9, -1.7], [-1.9, 0.1, -0.4], [-4.2, 4.0, 2.1], [0.6, -0.1, 0.2], [0.7, -0.3, -0.8], [-0.6, 0.5, 0.2], [2.6, 0.0, -1.4], [0.2, 1.6, -0.9], [0.0, 0.0, 0.3], [1.2, -1.4, -1.0], [-0.5, 0.4, -0.1], [-0.3, 0.0, -0.9], [0.5, 0.9, -1.4], [0.7, 0.7, 1.0], [0.1, 0.0, 0.0], [0.6, 0.1, 0.0], [-0.8, 2.2, -0.2], [0.2, -4.5, 3.3], [-0.7, -0.9, 0.6], [0.7, 0.4, 0.0], [-0.3, -0.5, 0.5], [-2.0, 0.3, -0.3], [0.6, -0.1, -0.6], [0.7, 1.6, 0.6], [0.0, -0.6, -0.2], [0.6, 1.0, -0.3], [0.5, 0.7, -0.8], [-0.5, -0.4, 0.1], [0.0, -1.4, 0.2], [4.3, -0.3, -1.7], [0.1, -1.7, -0.4], [-0.7, -0.7, -0.8], [-0.5, 0.9, 0.0], [0.4, 1.6, 1.7], [-1.0, -0.3, 0.0], [0.1, 0.7, 0.0], [0.1, 0.1, -0.5], [-0.1, 0.3, 0.0], [0.0, 0.2, 0.1], [0.0, 0.0, 0.1], [-0.4, -0.5, 0.3], [0.1, 0.0, -0.2], [0.5, -0.2, 0.1], [2.0, 0.9, -0.1], [-0.3, 0.1, 0.3], [0.0, 0.2, -0.3], [0.1, -0.2, 0.2], [0.0, 0.1, 0.1], [1.1, -0.5, 0.2], [-0.4, -0.4, -0.2], [-0.3, -0.5, -0.7], [0.2, -0.2, -0.4], [0.0, 0.0, -0.2], [0.3, -0.5, -0.1], [-0.6, 0.0, 0.2], [0.3, 0.1, 0.2], [0.1, 0.1, -0.1], [-0.1, -0.2, 0.1], [0.3, 0.1, 0.3], [0.3, 0.3, -0.2], [0.0, -0.2, 0.3], [0.2, -0.1, 0.2], [-0.1, -0.1, 0.4], [0.2, 0.7, 1.0], [0.1, 0.3, -0.1], [0.3, -0.1, 0.1], [-0.2, 0.0, 0.1], [0.0, -0.1, 0.0], [-0.1, 0.2, 0.0], [0.0, 0.0, -0.3], [-0.2, -0.1, 0.1], [-0.2, -0.1, -0.1], [-0.6, -0.8, 0.2], [-2.7, 1.9, -0.6]]
}